Density functional theory data (the ωB97M-V functional and the def2-TZVPD basis) for 2 unconnected molecules or ions with the total composition C4H12 at a distorted geometry.

CARTESIAN COORDINATES (ANGSTROEM)
1 C 1.0534 0.4204 1.5370
2 C -0.0048 1.4366 1.7027
3 H 1.8467 0.6736 0.9299
4 H 0.7634 -0.4423 0.9562
5 H 1.3920 -0.0214 2.5241
6 H -0.8531 1.1261 1.0616
7 H 0.2646 2.3777 1.2921
8 H -0.3248 1.6597 2.7322
9 C -0.8753 -0.3328 -1.9144
10 C -0.0767 -1.5138 -1.2441
11 H -1.5038 0.2215 -1.1306
12 H -1.7173 -0.5542 -2.7010
13 H -0.0903 0.2544 -2.4155
14 H -0.5531 -1.5031 -0.2861
15 H 1.0152 -1.3892 -1.3077
16 H -0.3359 -2.4133 -1.7364

Results
SMILES string: CC.CC
HOMO in Ha: -0.407
Gap between HOMO and LUMO in Ha: 0.45059
Relative energy (zero: lowest compared OMol25 entry of this formula, charge and spin) in kJ/mol: 110.9
2S+1: 1
DFT total energy in eV: -4341.3787
Net charge: 0


Density functional theory data (the ωB97M-V functional and the def2-TZVPD basis) for a molecular structure, C34H43N3O4S5Si2Ti at a distorted geometry.

CARTESIAN COORDINATES (ANGSTROEM)
1 Ti -0.2789 0.1078 -0.4839
2 N -0.8321 0.0708 1.5379
3 C -2.2252 -0.2430 1.7288
4 C -2.9138 0.0669 2.8863
5 C -4.2364 -0.3479 3.0131
6 C -4.8375 -1.0719 1.9997
7 C -4.1604 -1.3582 0.7984
8 C -4.7372 -2.0650 -0.2925
9 C -3.9780 -2.2333 -1.4532
10 C -2.7060 -1.7338 -1.5454
11 N -2.0791 -1.0631 -0.5156
12 C -2.8270 -0.8992 0.6590
13 H -0.2400 -0.7353 1.7627
14 H -0.5218 0.8875 2.0697
15 H -2.4244 0.6275 3.6757
16 H -4.7898 -0.1129 3.9138
17 H -5.8587 -1.4208 2.1112
18 H -5.7486 -2.4439 -0.2161
19 H -4.3923 -2.7445 -2.3133
20 H -2.1479 -1.8275 -2.4644
21 C 4.5067 -1.6607 2.5022
22 C 3.8668 -0.2721 2.5577
23 S 2.0806 -0.2852 2.4072
24 C 1.5598 -1.1398 3.9178
25 C 1.0932 -2.6125 3.7739
26 S 0.4729 -3.0895 2.1354
27 C 1.7024 -4.2717 1.4872
28 C 3.1806 -4.0717 1.8048
29 S 3.9996 -2.6380 1.0503
30 H 4.2580 -2.2366 3.3943
31 H 5.5917 -1.5575 2.4640
32 H 4.1888 0.3291 1.7036
33 H 4.1558 0.2482 3.4722
34 H 0.7405 -0.5452 4.3197
35 H 2.3839 -1.0802 4.6319
36 H 0.2702 -2.7963 4.4624
37 H 1.8925 -3.3021 4.0382
38 H 1.5364 -4.2336 0.4088
39 H 1.4171 -5.2636 1.8388
40 H 3.7075 -4.9582 1.4500
41 H 3.3527 -4.0177 2.8769
42 C -3.2085 1.5870 -2.2097
43 Si -1.3394 1.4195 -2.3413
44 C -0.7395 3.1236 -2.8113
45 C -0.9411 0.2512 -3.8012
46 C -1.4378 0.6381 -5.0523
47 C -1.1799 -0.0926 -6.2049
48 C -0.4139 -1.2494 -6.1237
49 C 0.0783 -1.6564 -4.8903
50 C -0.1612 -0.9288 -3.7178
51 Si 0.6049 -1.6366 -2.1080
52 C 0.0560 -3.4541 -2.0537
53 C 2.4496 -1.7519 -2.4628
54 H -3.5922 2.2370 -3.0037
55 H -3.4702 2.0441 -1.2481
56 H -3.7171 0.6204 -2.2715
57 H -1.3904 3.5572 -3.5786
58 H 0.2831 3.0762 -3.1866
59 H -0.7445 3.7880 -1.9407
60 H -2.0413 1.5400 -5.1304
61 H -1.5700 0.2391 -7.1609
62 H -0.1972 -1.8272 -7.0156
63 H 0.6695 -2.5693 -4.8402
64 H 0.8606 -4.1011 -2.4199
65 H -0.8268 -3.6208 -2.6765
66 H -0.2050 -3.7731 -1.0366
67 H 2.6425 -2.4172 -3.3120
68 H 2.9923 -2.1378 -1.5913
69 H 2.8489 -0.7629 -2.6993
70 O -1.2570 7.5226 -0.2357
71 S -0.3749 6.9802 0.7604
72 O 0.7257 7.7933 1.1987
73 N 0.1478 5.4879 0.3283
74 C -0.3168 4.5549 1.1162
75 S 0.0547 2.8994 0.9932
76 C -1.2173 5.0751 2.2157
77 C -1.9010 4.3679 3.1880
78 C -2.6854 5.0748 4.0935
79 C -2.7761 6.4642 4.0273
80 C -2.0939 7.1714 3.0467
81 C -1.3271 6.4492 2.1557
82 H -1.8190 3.2883 3.2176
83 H -3.2366 4.5399 4.8569
84 H -3.3891 6.9977 4.7438
85 H -2.1631 8.2508 2.9836
86 C 3.7969 1.7724 -0.6440
87 O 2.6892 1.0009 -0.1657
88 C 1.5950 0.9121 -0.9930
89 O 1.6661 1.3447 -2.1281
90 H 4.3065 2.1545 0.2387
91 H 3.4595 2.5992 -1.2608
92 H 4.4693 1.1434 -1.2293

Results
HOMO (spin up / spin down) in Ha: -0.114 / -0.192
Gap between HOMO and LUMO (spin up / spin down) in Ha: 0.17890 / 0.25633
Relative energy (zero: lowest compared OMol25 entry of this formula, charge and spin) in kJ/mol: 205.4
2S+1: 2
DFT total energy in eV: -141664.3672
Net charge: -1


Density functional theory data (the ωB97M-V functional and the def2-TZVPD basis) for a molecular structure, C15H52B2FeO15S2 at a distorted geometry.

CARTESIAN COORDINATES (ANGSTROEM)
1 Fe 2.1345 1.3761 -0.1716
2 S 3.2529 1.4205 -2.5251
3 O 4.6214 1.9787 -2.5129
4 O 2.3373 2.3084 -1.8563
5 O 2.7162 0.9414 -3.7997
6 O 3.1335 0.3845 -1.4798
7 S 4.4308 1.6831 1.1698
8 O 5.5587 1.1777 0.4278
9 O 3.6452 2.4963 0.2870
10 O 3.3759 0.6603 1.1738
11 O 4.7232 2.2506 2.4435
12 B 0.4608 -0.0987 -0.2628
13 H 0.4402 0.8744 -0.7286
14 H -0.4708 -0.2004 0.2720
15 H 0.4605 -0.8146 -1.0701
16 H 1.3342 -0.2268 0.3578
17 B 0.9716 2.6989 1.1181
18 H 1.1960 1.6779 1.3856
19 H 0.7749 2.7662 0.0593
20 H 0.1170 3.1097 1.6330
21 H 1.8484 3.2921 1.3268
22 C 0.1171 -3.4625 1.2750
23 O 0.5838 -4.1339 2.4194
24 H -0.6315 -4.0346 0.7268
25 H -0.3445 -2.5383 1.6225
26 H 0.9167 -3.1316 0.6124
27 H -0.1444 -4.2121 3.0401
28 C -2.8899 1.5896 0.2696
29 O -2.1259 0.9799 -0.8107
30 H -3.0194 0.9395 1.1349
31 H -2.3931 2.4925 0.6246
32 H -3.8856 1.9303 -0.0144
33 H -1.2819 0.7326 -0.4259
34 C 2.6078 -1.8157 3.3346
35 O 3.2254 -0.5573 3.4532
36 H 3.2769 -2.5734 2.9268
37 H 2.1293 -2.1650 4.2495
38 H 1.8914 -1.6314 2.5341
39 H 3.3587 -0.1946 2.5744
40 C 0.3225 0.7129 4.6624
41 C -0.7822 0.5282 3.6760
42 C -1.9521 -0.1168 4.4953
43 O -1.1924 1.7402 3.1178
44 H 1.2410 1.1225 4.2421
45 H 0.5705 -0.1986 5.2062
46 H 0.0470 1.5311 5.3279
47 H -0.4825 -0.0980 2.8357
48 H -2.3455 0.7353 5.0496
49 H -1.6364 -0.8603 5.2272
50 H -2.7402 -0.4802 3.8357
51 H -0.5025 2.1174 2.5671
52 C -0.0292 4.0610 -3.9384
53 C -0.9173 3.5435 -2.8033
54 C -2.2339 4.2597 -2.8101
55 O -1.1662 2.1622 -3.0906
56 H 0.9167 3.5194 -3.9512
57 H 0.2548 5.1097 -3.8506
58 H -0.5216 3.9554 -4.9051
59 H -0.4272 3.6642 -1.8372
60 H -2.1436 5.3343 -2.6512
61 H -2.8616 3.8541 -2.0165
62 H -2.7020 4.1930 -3.7922
63 H -1.5168 1.8369 -2.2582
64 C -5.2315 -1.7864 0.1116
65 C -4.2734 -1.7663 -1.0881
66 C -2.8494 -2.2540 -0.9055
67 O -4.9587 -2.4616 -2.1615
68 H -6.3007 -1.8321 -0.0954
69 H -5.0239 -0.9638 0.7960
70 H -5.0499 -2.7047 0.6700
71 H -4.1913 -0.7356 -1.4333
72 H -2.2887 -2.2234 -1.8397
73 H -2.7826 -3.2714 -0.5202
74 H -2.2527 -1.5720 -0.2997
75 H -5.7441 -1.9337 -2.3232
76 C 3.3973 -2.8309 -2.1851
77 C 2.1278 -2.9682 -3.0501
78 C 1.0729 -3.8340 -2.3990
79 O 1.5656 -1.6714 -3.2371
80 H 3.2637 -2.3790 -1.2022
81 H 4.1600 -2.3267 -2.7785
82 H 3.8426 -3.8091 -2.0035
83 H 2.3456 -3.3510 -4.0471
84 H 1.3532 -4.8859 -2.3451
85 H 0.1580 -3.7988 -2.9906
86 H 0.7288 -3.5203 -1.4135
87 H 1.2793 -1.3170 -2.3921

Results
HOMO (spin up / spin down) in Ha: -0.002 / -0.002
Gap between HOMO and LUMO (spin up / spin down) in Ha: 0.20625 / 0.20637
2S+1: 6
DFT total energy in eV: -104514.0069
Net charge: -3